76
Properties=species:S:1:pos:R:3 method="wB97M-V/def2-TZVPD" homo_lumo_gap_ev=7.82 homo_ev=-8.46 spin_multiplicity=1 total_charge=0 energy_ha=-2680.40242
Hg -5.0175 -0.3211 4.3383
C -0.8202 -1.1856 4.8057
C -1.0155 -0.3042 3.8210
C -0.3864 -0.3145 2.4565
C -1.2496 -0.9579 1.3510
C -1.8179 -2.3290 1.6185
C -1.3842 -3.2299 2.5111
C -0.1126 -3.1679 3.3121
C -0.1732 -2.5267 4.7215
C -5.5791 -2.1994 3.4670
H -1.1847 -0.9416 5.8062
H -1.7151 0.5314 3.9834
H 0.6172 -0.7493 2.4466
H -0.2373 0.7383 2.1705
H -2.0620 -0.2453 1.1228
H -0.6384 -1.0302 0.4317
H -2.5927 -2.6211 0.9000
H -1.9553 -4.1550 2.6642
H 0.7025 -2.7163 2.7308
H 0.1489 -4.2236 3.4982
H -0.7281 -3.2221 5.3685
H 0.8440 -2.5223 5.1531
H -5.9486 -2.7769 4.3232
H -4.7007 -2.6827 3.0298
H -6.3774 -2.0550 2.7275
P 0.5254 0.0617 -3.5410
P 1.5091 2.3537 -1.6971
N 0.8651 -1.6514 -3.6870
N -0.0913 0.1574 -5.2227
N 2.7306 1.7555 -0.5744
N 1.8914 4.0452 -1.3731
C 2.2487 0.6984 -3.8576
C 2.4612 2.1094 -3.2696
C 0.5269 -2.6019 -2.7113
C 1.0723 -3.8232 -3.0791
C 1.7666 -3.6286 -4.3215
C 1.6313 -2.2930 -4.6672
C -1.4160 0.5335 -5.4794
C -1.5437 0.8284 -6.8320
C -0.2698 0.5909 -7.4453
C 0.5951 0.1745 -6.4392
C 2.3876 0.9968 0.5504
C 3.5391 0.4207 1.0674
C 4.6349 0.8520 0.2526
C 4.1159 1.6760 -0.7338
C 3.1376 4.6702 -1.2356
C 2.9520 6.0460 -1.2426
C 1.5417 6.2877 -1.3783
C 0.9154 5.0536 -1.4548
H 2.4952 0.7329 -4.9279
H 2.9332 -0.0364 -3.4034
H 3.5394 2.2889 -3.1638
H 2.0883 2.8936 -3.9500
H -0.0570 -2.2988 -1.8531
H 0.9749 -4.7556 -2.5426
H 2.2789 -4.3741 -4.9123
H 2.0461 -1.7506 -5.5023
H -2.1223 0.5751 -4.6644
H -2.4320 1.1978 -7.3185
H 0.0051 0.7322 -8.4791
H 1.6442 -0.0749 -6.5005
H 1.3521 0.9434 0.8567
H 3.5919 -0.2432 1.9190
H 5.6772 0.5872 0.3450
H 4.6247 2.1889 -1.5378
H 4.0466 4.1002 -1.1524
H 3.7369 6.7795 -1.1452
H 1.0606 7.2530 -1.4051
H -0.1204 4.7770 -1.5766
F -5.8992 0.9336 6.7693
C -4.6840 0.3617 6.4441
F -3.7130 1.3100 6.5638
C -4.4141 -0.7716 7.4484
F -4.7001 -0.4031 8.7228
F -5.1790 -1.8683 7.1723
F -3.1170 -1.1839 7.4067